Model P:
This record from OMol25 describes C4H6N2O2 in the gas phase. The level of theory is ωB97M-V/def2-TZVPD.

Each line ends with the natural charge from an NBO analysis.
Atoms and positions in Å:
1 O 2.553 -0.340 0.225  -0.587
2 C 1.332 -0.197 0.010  0.867
3 N 0.270 -1.271 0.089  -0.514
4 N -0.819 -0.590 -0.519  -0.215
5 C -2.138 -0.634 0.017  -0.227
6 C -1.345 0.477 0.591  -0.179
7 C -0.570 1.508 -0.082  -0.099
8 O 0.856 1.002 -0.311  -0.541
9 H 0.466 -1.935 -0.712  0.387
10 H -2.854 -0.566 -0.673  0.202
11 H -2.594 -1.156 0.855  0.219
12 H -1.048 0.379 1.577  0.208
13 H 0.049 2.414 0.596  0.245
14 H -1.119 1.672 -1.151  0.235

Computed properties:
SMILES: O=C1NN2C[C@@H]2CO1
Orbital gap (eV): 10.5
HOMO energy (eV): -9.79
M (g mol⁻¹): 114.1
Net charge: 0

=====

Model Q:
This record from OMol25 describes C4H6N2O2 in the gas phase. The level of theory is ωB97M-V/def2-TZVPD.

Each line ends with the natural charge from an NBO analysis.
Atoms and positions in Å:
1 N 1.540 1.052 0.239  -0.787
2 C 0.752 -0.041 0.084  0.503
3 N 1.317 -1.225 -0.272  -0.776
4 C -0.670 -0.008 0.068  -0.450
5 C -1.496 -1.183 0.295  0.374
6 O -2.690 -1.379 -0.087  -0.534
7 C -1.261 1.324 -0.153  0.398
8 O -2.425 1.650 -0.019  -0.521
9 H 1.021 1.913 0.323  0.408
10 H 2.434 1.170 -0.273  0.404
11 H 2.249 -1.334 -0.010  0.388
12 H 0.715 -2.023 -0.483  0.423
13 H -0.945 -2.003 0.818  0.098
14 H -0.539 2.088 -0.530  0.071

Computed properties:
SMILES: NC(N)=C(C=O)C=O
Orbital gap (eV): 8.9
HOMO energy (eV): -8.78
M (g mol⁻¹): 114.1
Net charge: 0

=====

Model R:
This record from OMol25 describes C4H6N2O2 in the gas phase. The level of theory is ωB97M-V/def2-TZVPD.

Each line ends with the natural charge from an NBO analysis.
Atoms and positions in Å:
1 O 0.861 -2.207 0.627  -0.686
2 C -0.275 -1.468 0.365  0.144
3 C 0.032 -0.308 -0.643  -0.160
4 N -0.533 0.720 -1.364  -0.450
5 N -0.192 1.969 -0.891  -0.288
6 C 0.349 2.019 0.295  0.289
7 O 0.486 1.045 1.286  -0.468
8 C -0.281 -0.035 0.794  0.027
9 H 0.669 -3.131 0.460  0.479
10 H -1.200 -1.986 0.513  0.197
11 H 1.103 -0.343 -0.616  0.184
12 H -0.506 0.683 -2.374  0.375
13 H 0.786 2.923 0.644  0.184
14 H -1.298 0.120 0.906  0.173

Computed properties:
SMILES: O[C@@H]1[C@H]2NN=CO[C@H]12
Orbital gap (eV): 8.9
HOMO energy (eV): -8.29
M (g mol⁻¹): 114.1
Net charge: 0

=====

The most stable of them is model Q.

=====

Model P:
This record from OMol25 describes 7 unconnected molecules or ions with the total composition H15NO6. The level of theory is ωB97M-V/def2-TZVPD.

Each line ends with the natural charge from an NBO analysis.
Atoms and positions in Å:
1 N -0.806 2.379 0.502  -1.307
2 H -0.626 3.303 0.887  0.336
3 H -1.808 2.228 0.605  0.303
4 H -0.605 2.438 -0.498  0.367
5 H -0.080 -4.425 1.593  0.445
6 H -0.816 -3.160 1.268  0.479
7 O -0.100 -3.486 1.838  -0.978
8 H 2.002 0.654 0.681  0.508
9 H 3.306 0.956 -0.100  0.439
10 O 2.343 0.946 -0.185  -1.049
11 H -0.059 -0.180 -1.184  0.473
12 H -0.811 -0.996 -2.281  0.446
13 O -0.918 -0.319 -1.604  -1.041
14 H -3.198 -0.696 0.741  0.404
15 H -1.705 -0.803 0.595  0.468
16 O -2.472 -1.322 0.889  -1.124
17 H 1.532 2.329 -3.580  0.442
18 H 1.879 1.283 -2.491  0.486
19 O 1.391 1.411 -3.314  -1.000
20 H 0.084 1.093 1.592  0.496
21 H -0.007 -0.377 2.187  0.475
22 O 0.599 0.323 1.923  -1.068

Computed properties:
Orbital gap (spin up / spin down) (eV): 2.6 / 10.6
HOMO energy (spin up / spin down) (eV): 0.86 / -7.17
M (g mol⁻¹): 125.1
Spin multiplicity: 2
Net charge: -1

=====

Model Q:
This record from OMol25 describes 7 unconnected molecules or ions with the total composition H15NO6. The level of theory is ωB97M-V/def2-TZVPD.

Each line ends with the natural charge from an NBO analysis.
Atoms and positions in Å:
1 N 0.934 1.673 -0.348  -1.156
2 H 1.741 1.379 0.194  0.381
3 H 0.697 0.947 -1.009  0.356
4 H 1.121 2.545 -0.842  0.338
5 H -0.618 -0.309 2.995  0.393
6 H 0.635 -0.011 2.220  0.484
7 O -0.307 0.260 2.269  -1.182
8 H -2.728 -0.018 0.434  0.505
9 H -3.809 -0.118 -0.659  0.458
10 O -3.169 -0.654 -0.166  -1.032
11 H 1.225 -1.668 -1.823  0.488
12 H 2.345 -1.883 -2.755  0.440
13 O 2.165 -1.433 -1.911  -1.050
14 H 3.433 -1.116 1.307  0.422
15 H 2.227 -0.768 0.315  0.476
16 O 2.680 -0.546 1.154  -1.207
17 H -1.455 -1.729 -0.989  0.486
18 H -1.116 -0.509 -1.573  0.466
19 O -0.823 -1.422 -1.634  -1.020
20 H -1.539 2.248 0.327  0.478
21 H -1.519 1.350 1.562  0.507
22 O -2.120 1.783 0.930  -1.032

Computed properties:
Orbital gap (spin up / spin down) (eV): 2.7 / 10.1
HOMO energy (spin up / spin down) (eV): 0.89 / -6.69
M (g mol⁻¹): 125.1
Spin multiplicity: 2
Net charge: -1

=====

The most stable of them is model Q.

=====

Model P:
This record from OMol25 describes C4H8N2O4 in the gas phase. The level of theory is ωB97M-V/def2-TZVPD.

Each line ends with the natural charge from an NBO analysis.
Atoms and positions in Å:
1 C 2.003 1.342 -0.094  -0.427
2 C -1.553 -1.411 -0.460  -0.437
3 N 1.026 0.257 -0.054  -0.146
4 N -1.478 0.007 -0.198  -0.147
5 C -0.460 0.777 0.272  0.765
6 C 0.812 -0.485 1.535  0.362
7 O 1.305 -0.708 -1.031  -0.547
8 O -2.751 0.505 0.171  -0.536
9 O -0.612 1.936 0.582  -0.611
10 O 0.970 -1.649 1.447  -0.621
11 H 1.427 -1.533 -0.511  0.483
12 H -2.608 1.465 0.268  0.496
13 H 1.964 1.841 -1.061  0.213
14 H 1.760 2.044 0.696  0.250
15 H -0.817 -1.693 -1.205  0.233
16 H -1.433 -2.008 0.445  0.216
17 H 2.988 0.911 0.071  0.218
18 H -2.542 -1.598 -0.871  0.236

Computed properties:
Orbital gap (eV): 9.5
HOMO energy (eV): -8.89
M (g mol⁻¹): 148.1
Net charge: 0

=====

Model Q:
This record from OMol25 describes C4H8N2O4 in the gas phase. The level of theory is ωB97M-V/def2-TZVPD.

Each line ends with the natural charge from an NBO analysis.
Atoms and positions in Å:
1 C -0.615 -1.596 0.701  0.789
2 C -0.841 0.648 -0.282  0.451
3 C 1.244 -0.428 -0.353  0.628
4 C -0.602 1.897 0.534  -0.660
5 N -1.399 -0.525 0.340  -0.696
6 N 0.642 -1.622 0.146  -0.711
7 O -1.145 -2.415 1.451  -0.644
8 O -1.194 0.826 -1.566  -0.688
9 O 1.623 -0.466 -1.724  -0.726
10 O 2.139 0.215 0.474  -0.723
11 H 0.064 2.480 -0.148  0.240
12 H -0.192 1.660 1.486  0.219
13 H -1.520 2.302 0.639  0.209
14 H -2.195 -0.492 0.904  0.403
15 H 0.863 -2.587 0.000  0.416
16 H -1.246 -0.004 -2.035  0.496
17 H 2.416 -0.022 -1.989  0.498
18 H 1.956 0.129 1.422  0.501

Computed properties:
Orbital gap (eV): 8.0
HOMO energy (eV): -7.54
M (g mol⁻¹): 148.1
Net charge: 0

=====

The most stable of them is model Q.

=====

Model P:
This record from OMol25 describes 3 unconnected molecules or ions with the total composition C3H8NOP. The level of theory is ωB97M-V/def2-TZVPD.

Each line ends with the natural charge from an NBO analysis.
Atoms and positions in Å:
1 C -0.146 1.445 0.572  -0.231
2 C -0.804 0.796 -0.640  -0.235
3 C -0.407 -2.288 -1.340  -0.107
4 N -0.450 0.022 0.536  -0.766
5 O 0.387 -2.305 -0.278  -0.725
6 P 0.625 -1.264 0.891  0.964
7 H 0.884 1.771 0.438  0.197
8 H -0.794 2.169 0.993  0.208
9 H -1.827 0.845 -0.792  0.199
10 H -0.258 0.681 -1.603  0.192
11 H -0.786 -1.311 -1.568  0.146
12 H 1.723 1.438 2.039  -0.036
13 H -0.390 -3.150 -1.983  0.169
14 H 2.242 1.151 2.736  0.025

Computed properties:
Orbital gap (spin up / spin down) (eV): 7.3 / 7.7
HOMO energy (spin up / spin down) (eV): -6.70 / -7.55
M (g mol⁻¹): 105.1
Net charge: 0

=====

Model Q:
This record from OMol25 describes C3H8NOP in the gas phase. The level of theory is ωB97M-V/def2-TZVPD.

Each line ends with the natural charge from an NBO analysis.
Atoms and positions in Å:
1 C 0.057 2.293 0.171  -0.461
2 C 1.305 1.960 -0.131  0.122
3 O 1.478 0.946 -1.025  -0.807
4 P 0.568 -0.402 -1.103  1.602
5 N -0.197 -0.571 0.256  -1.033
6 C -1.255 -1.586 0.333  -0.417
7 H -0.872 1.862 -0.350  0.215
8 H -0.203 3.113 0.854  0.209
9 H 2.265 2.248 0.187  0.198
10 H 0.082 -0.206 -2.448  -0.081
11 H 1.773 -1.055 -1.204  -0.093
12 H -2.176 -0.978 0.332  0.188
13 H -1.188 -2.353 -0.557  0.158
14 H -1.134 -2.062 1.306  0.201

Computed properties:
SMILES: C=CO[PH2]=NC
Orbital gap (eV): 9.4
HOMO energy (eV): -8.53
M (g mol⁻¹): 105.1
Net charge: 0

=====

The most stable of them is model Q.

=====

Model P:
This record from OMol25 describes 2 unconnected molecules or ions with the total composition CH4O3. The level of theory is ωB97M-V/def2-TZVPD.

Each line ends with the natural charge from an NBO analysis.
Atoms and positions in Å:
1 O 2.098 -1.277 -0.271  -0.535
2 C 1.227 -1.790 0.407  0.644
3 O 1.356 -3.049 0.975  -0.694
4 H 0.213 -1.392 0.614  0.096
5 H 0.520 -3.361 1.417  0.489
6 O -1.561 3.906 -1.194  -0.938
7 H -1.520 2.936 -1.354  0.469
8 H -2.333 4.027 -0.595  0.469

Computed properties:
SMILES: O=CO.O
Orbital gap (eV): 11.5
HOMO energy (eV): -11.11
M (g mol⁻¹): 64.0
Net charge: 0

=====

Model Q:
This record from OMol25 describes 2 unconnected molecules or ions with the total composition CH4O3. The level of theory is ωB97M-V/def2-TZVPD.

Each line ends with the natural charge from an NBO analysis.
Atoms and positions in Å:
1 O 1.101 0.463 -0.668  -0.609
2 C 1.230 -0.072 0.411  0.649
3 O 0.691 0.399 1.530  -0.665
4 H 2.046 -0.798 0.517  0.130
5 H 0.398 1.293 1.329  0.497
6 O -1.753 -0.622 -0.699  -0.944
7 H -2.502 -0.705 -1.274  0.465
8 H -1.210 0.042 -1.144  0.478

Computed properties:
SMILES: O=CO.O
Orbital gap (eV): 11.8
HOMO energy (eV): -11.00
M (g mol⁻¹): 64.0
Net charge: 0

=====

The most stable of them is model Q.

=====

Model P:
This record from OMol25 describes C3H5ClN2OS in the gas phase. The level of theory is ωB97M-V/def2-TZVPD.

Each line ends with the natural charge from an NBO analysis.
Atoms and positions in Å:
1 O -2.456 1.576 0.021  -0.525
2 N -3.052 0.393 -0.069  -0.080
3 C -2.423 -0.733 -0.028  -0.228
4 S -0.741 -1.196 -0.009  0.429
5 N -0.018 0.354 0.098  -0.600
6 C 1.221 0.564 0.038  0.108
7 C 2.247 -0.475 0.049  -0.463
8 Cl 3.892 0.243 -0.042  -0.048
9 H -1.507 1.482 -0.131  0.481
10 H -3.098 -1.571 0.029  0.222
11 H 1.581 1.613 -0.031  0.208
12 H 2.164 -1.146 0.938  0.249
13 H 2.190 -1.104 -0.864  0.247

Computed properties:
SMILES: O/N=C\S/N=C\CCl
Orbital gap (eV): 9.4
HOMO energy (eV): -8.93
M (g mol⁻¹): 152.6
Net charge: 0

=====

Model Q:
This record from OMol25 describes C3H5ClN2OS in the gas phase. The level of theory is ωB97M-V/def2-TZVPD.

Each line ends with the natural charge from an NBO analysis.
Atoms and positions in Å:
1 C -0.457 -1.738 0.820  -0.593
2 C -0.114 -0.782 -0.192  0.148
3 C -0.803 2.533 -0.925  -0.247
4 N 2.038 -1.969 1.254  -1.002
5 N -0.628 0.366 -0.195  -0.127
6 O -0.314 1.236 -1.212  -0.363
7 S 0.679 -2.576 1.682  0.999
8 Cl 1.023 -1.322 -1.414  -0.003
9 H -1.480 -1.873 1.115  0.255
10 H -0.825 3.060 -1.877  0.196
11 H -0.134 3.049 -0.228  0.178
12 H -1.805 2.482 -0.494  0.189
13 H 2.819 -2.465 1.665  0.370

Computed properties:
Orbital gap (eV): 8.1
HOMO energy (eV): -8.64
M (g mol⁻¹): 152.6
Net charge: 0

=====

The most stable of them is model P.